Formula: C6H28O8
Source: the Open Molecules 2025 dataset
Level of theory: the ωB97M-V functional and the def2-TZVPD basis

Last columns: bonded neighbours and bond lengths (Å).
CARTESIAN COORDINATES (ANGSTROEM)
1 O 31.656 20.986 38.944  H2 0.944, H3 0.897, H4 1.025
2 H 32.358 21.490 39.324  O1 0.944
3 H 31.636 20.097 39.065  O1 0.897
4 H 31.718 20.994 37.921  O1 1.025
5 O 32.539 21.372 36.376  H6 1.052
6 H 32.812 21.478 35.366  O5 1.052
7 C 34.991 24.016 37.021  O8 1.466, H9 1.071, H10 1.102, H11 1.209
8 O 34.677 22.885 36.143  C7 1.466, H12 0.935
9 H 34.161 24.394 37.582  C7 1.071
10 H 35.331 25.022 36.728  C7 1.102
11 H 35.869 23.701 37.790  C7 1.209
12 H 33.824 22.524 36.271  O8 0.935
13 C 32.242 22.905 33.333  O14 1.387, H15 1.065, H16 1.004, H17 1.101
14 O 31.803 21.632 33.664  C13 1.387, H18 1.015
15 H 31.345 23.462 33.195  C13 1.065
16 H 32.686 22.906 32.432  C13 1.004
17 H 32.787 23.384 34.161  C13 1.101
18 H 31.829 21.654 34.678  O14 1.015
19 C 30.618 19.049 35.064  O20 1.371, H21 1.200, H22 1.075, H23 1.098
20 O 30.697 19.413 36.383  C19 1.371, H24 0.995
21 H 29.797 19.539 34.339  C19 1.200
22 H 30.422 18.030 34.783  C19 1.075
23 H 31.543 19.307 34.532  C19 1.098
24 H 31.255 20.237 36.374  O20 0.995
25 C 29.815 23.256 36.409  O26 1.407, H27 1.128, H28 1.020, H29 1.188
26 O 31.101 23.627 36.843  C25 1.407, H30 0.927
27 H 29.859 22.198 36.019  C25 1.128
28 H 29.479 23.769 35.594  C25 1.020
29 H 29.046 23.438 37.296  C25 1.188
30 H 31.434 22.762 36.830  O26 0.927
31 C 35.639 20.518 33.577  O32 1.316, H33 1.098, H34 1.138, H35 1.296
32 O 36.513 19.556 33.782  C31 1.316, H36 0.853
33 H 35.856 20.900 32.571  C31 1.098
34 H 35.498 21.242 34.444  C31 1.138
35 H 34.409 20.110 33.573  C31 1.296
36 H 36.419 18.817 33.367  O32 0.853
37 C 34.343 18.300 36.765  O38 1.485, H39 1.106, H40 1.153, H41 0.973
38 O 34.153 19.533 37.570  C37 1.485, H42 0.972
39 H 34.359 18.620 35.706  C37 1.106
40 H 33.511 17.572 37.092  C37 1.153
41 H 35.231 17.903 36.749  C37 0.973
42 H 33.682 20.171 37.008  O38 0.972

- Kohn-Sham gap: 9.1 eV
- E_HOMO: -9.70 eV
- Largest force on an atom: 8.205 eV/A
- DFT total energy: -23046.8930 eV
- Multiplicity: 1
- E_LUMO: -0.6 eV
- Energy relative to the best compared isomer or geometry (same formula, charge and spin): 246.16 kcal per mole